Entry 1:
16
Properties=species:S:1:pos:R:3 method="wB97M-V/def2-TZVPD" max_force_ha_per_bohr=0.059 lumo_energy_ev=3.04 total_charge=-1 de_lowest_kj_mol=209.2
O -1.74 0.26 -0.40
C -0.80 0.39 0.44
N -0.81 1.33 1.38
C -0.03 2.94 -1.51
O 1.00 3.32 -2.00
C 0.42 -0.61 0.38
C -0.11 -2.06 0.57
S 1.24 -3.33 0.62
H -0.30 1.00 2.16
H -0.83 3.54 -1.19
H -0.18 1.85 -1.37
H 0.70 -0.59 -0.65
H 1.26 -0.30 1.05
H -0.66 -2.18 1.56
H -0.65 -2.32 -0.34
H 1.48 -3.24 -0.70

---

Entry 2:
59
Properties=species:S:1:pos:R:3 method="wB97M-V/def2-TZVPD" max_force_ha_per_bohr=0.028 lumo_energy_ev=2.26 total_charge=-1 de_lowest_kj_mol=138.0
Ba -0.62 -0.80 -0.16
N -3.15 2.17 3.13
C -2.50 1.03 2.71
O -1.27 1.03 2.65
C -3.38 -0.11 2.31
C -3.33 -0.21 0.76
H -2.61 3.02 3.13
H -4.13 2.26 2.92
H -4.38 0.05 2.75
H -2.97 -1.02 2.76
H -3.76 0.73 0.36
H -4.01 -1.01 0.45
N 2.76 0.90 -3.19
C 3.75 0.18 -2.55
C 3.33 0.06 -1.26
N 2.10 0.65 -1.10
C 1.79 1.14 -2.27
C 0.53 1.83 -2.53
N -0.39 1.95 -1.62
C -1.44 2.61 -2.20
C -1.14 2.90 -3.50
N 0.14 2.41 -3.69
H 2.68 0.99 -4.18
H 4.63 -0.16 -3.06
H 3.82 -0.44 -0.44
H -2.35 2.80 -1.66
H -1.68 3.40 -4.28
H 0.58 2.31 -4.59
C 1.78 2.58 3.27
N 1.57 1.41 4.09
C 0.51 1.37 5.09
C 0.30 -0.14 5.30
N 1.48 -0.72 4.65
C 2.08 0.19 3.82
S 3.28 -0.19 2.73
H 0.81 2.94 2.92
H 2.38 2.30 2.41
H 2.28 3.37 3.82
H -0.38 1.85 4.71
H 0.84 1.87 6.00
H -0.63 -0.47 4.82
H 0.27 -0.40 6.35
H 1.39 -1.64 4.24
O -1.16 -3.47 2.37
C -0.32 -2.73 2.46
C 1.32 -3.08 -3.03
C -0.18 -2.68 -3.19
C -0.86 -3.84 -3.97
C -0.21 -1.45 -4.14
N -0.81 -2.41 -1.94
H 1.81 -3.32 -3.99
H 1.38 -3.96 -2.38
H 1.87 -2.26 -2.56
H -0.38 -4.07 -4.94
H -1.90 -3.58 -4.14
H -0.82 -4.74 -3.35
H 0.23 -1.66 -5.14
H 0.36 -0.64 -3.68
H -1.24 -1.13 -4.27

---

Entry 3:
16
Properties=species:S:1:pos:R:3 method="wB97M-V/def2-TZVPD" max_force_ha_per_bohr=0.024 lumo_energy_ev=1.14 total_charge=0 smiles=CC.CC de_lowest_kj_mol=34.6
C 0.55 -2.02 -0.02
C 1.95 -1.65 -0.52
H 0.12 -1.20 0.54
H -0.17 -2.25 -0.80
H 0.61 -2.90 0.63
H 2.05 -1.71 -1.61
H 2.16 -0.61 -0.28
H 2.73 -2.32 -0.17
C -1.04 1.25 0.78
C -1.47 2.36 -0.19
H -0.55 0.44 0.25
H -0.40 1.72 1.52
H -1.90 0.85 1.33
H -0.74 2.41 -1.00
H -1.47 3.36 0.24
H -2.43 2.28 -0.70

---

Entry 4:
55
Properties=species:S:1:pos:R:3 method="wB97M-V/def2-TZVPD" max_force_ha_per_bohr=0.034 lumo_energy_ev="-8.03 / -8.36" total_charge=+2 de_lowest_kj_mol=85.8
Ir 0.75 0.70 0.06
N 3.13 -1.26 1.21
C 3.66 -0.20 0.58
N 4.97 -0.14 0.44
C 5.46 0.96 -0.14
N 6.76 1.04 -0.35
N 4.69 2.02 -0.53
C 3.41 1.85 -0.36
N 2.83 0.76 0.15
C 2.49 2.94 -0.73
C 2.96 4.13 -1.22
C 2.05 5.14 -1.53
C 0.70 4.91 -1.32
C 0.30 3.68 -0.82
N 1.17 2.71 -0.53
H 3.76 -1.96 1.56
H 2.13 -1.34 1.38
H 7.37 0.29 -0.07
H 7.15 1.87 -0.77
H 4.02 4.25 -1.36
H 2.39 6.09 -1.92
H -0.04 5.66 -1.54
H -0.74 3.47 -0.65
C -3.71 -2.08 2.05
Ge -3.88 -1.48 0.19
C -3.12 -2.68 -1.16
C -5.78 -1.22 -0.20
C -3.26 0.42 -0.05
Se -1.66 1.36 0.52
C -1.81 1.17 2.45
H -4.21 -3.04 2.13
H -4.24 -1.38 2.70
H -2.69 -2.20 2.43
H -3.34 -3.71 -0.88
H -2.05 -2.58 -1.30
H -3.61 -2.48 -2.11
H -6.30 -2.17 -0.12
H -5.92 -0.84 -1.22
H -6.24 -0.52 0.50
H -4.03 0.99 0.47
H -3.38 0.65 -1.11
H -2.00 0.14 2.73
H -2.66 1.79 2.76
H -0.90 1.55 2.89
C 0.46 -3.80 -0.50
C -0.15 -3.22 0.60
C -0.35 -1.84 0.63
C 0.22 -1.06 -0.39
C 0.75 -1.66 -1.55
C 0.90 -3.03 -1.58
H 0.57 -4.88 -0.54
H -0.51 -3.84 1.41
H -0.87 -1.38 1.48
H 1.08 -1.04 -2.38
H 1.35 -3.51 -2.43

---

Entry 5:
129
Properties=species:S:1:pos:R:3 method="wB97M-V/def2-TZVPD" max_force_ha_per_bohr=0.110 lumo_energy_ev=-0.15 total_charge=0 smiles="COC[C@]1(CCC(=O)Nc2ccccc2)[C@@H](CB(O)O)OS(=O)(=O)[C@@](O)(CCCCN)C1(S(=O)(=O)F)S(=O)(=O)F.CN(C)P(=O)(N(C)C)N(C)C.CN(C)P(=O)(N(C)C)N(C)C" de_lowest_kj_mol=0.0
C -6.42 3.30 -2.98
O -5.41 2.38 -2.58
C -4.19 2.60 -3.22
C -3.13 1.55 -2.85
C -2.96 1.56 -1.30
C -3.38 2.81 -0.52
C -2.88 2.89 0.92
O -3.49 3.59 1.71
N -1.72 2.21 1.27
C -1.57 1.90 2.67
C -1.89 0.62 3.10
C -1.73 0.26 4.42
C -1.24 1.18 5.33
C -0.94 2.46 4.90
C -1.09 2.82 3.58
C -1.85 2.17 -3.55
C -1.22 3.35 -2.78
B 0.11 3.75 -3.58
O 0.00 4.65 -4.63
O 1.34 3.26 -3.24
O -0.71 1.32 -3.80
S -0.85 -0.12 -4.42
O 0.36 -0.85 -4.25
O -1.29 -0.12 -5.78
C -2.14 -0.84 -3.36
O -2.35 -2.07 -4.01
C -1.60 -1.16 -1.93
C -0.23 -0.61 -1.46
C -0.14 -0.89 0.05
C 1.01 -0.04 0.63
N 2.24 -0.22 -0.18
C -3.46 0.08 -3.41
S -4.80 -0.89 -2.54
O -5.13 -1.94 -3.43
O -4.38 -1.29 -1.24
F -6.05 -0.03 -2.38
S -4.20 0.19 -5.15
O -4.02 -0.98 -5.91
O -5.54 0.65 -4.95
F -3.44 1.36 -5.84
H -6.86 3.76 -2.09
H -6.00 4.10 -3.60
H -7.19 2.78 -3.55
H -4.35 2.71 -4.30
H -3.83 3.60 -2.93
H -1.90 1.40 -1.11
H -3.43 0.71 -0.81
H -4.47 2.81 -0.41
H -3.13 3.76 -1.00
H -1.64 1.33 0.77
H -2.27 -0.12 2.40
H -1.96 -0.75 4.75
H -1.09 0.89 6.36
H -0.54 3.19 5.60
H -0.84 3.81 3.24
H -2.16 2.63 -4.49
H -1.86 4.22 -2.81
H -0.89 3.06 -1.78
H -0.54 5.40 -4.35
H 1.99 3.94 -3.07
H -2.83 -2.67 -3.43
H -1.51 -2.24 -1.84
H -2.27 -0.87 -1.14
H -0.11 0.46 -1.58
H 0.60 -1.17 -1.89
H 0.11 -1.93 0.23
H -1.07 -0.63 0.57
H 0.73 1.02 0.59
H 1.26 -0.35 1.64
H 3.02 -0.12 0.45
H 2.34 0.55 -0.83
O -0.35 -4.58 0.71
P -0.65 -6.01 0.44
N -0.02 -6.80 1.83
C 0.29 -8.21 1.92
C -0.57 -6.33 3.10
N 0.38 -6.28 -0.91
C 1.34 -7.37 -0.96
C 0.98 -5.09 -1.51
N -1.75 -7.25 -0.04
C -2.11 -7.30 -1.48
C -3.04 -7.10 0.68
H -0.60 -8.86 1.91
H 0.82 -8.39 2.86
H 0.96 -8.54 1.14
H -1.55 -6.78 3.33
H -0.70 -5.25 3.09
H 0.10 -6.57 3.92
H 2.15 -7.25 -0.22
H 1.80 -7.42 -1.95
H 0.86 -8.34 -0.82
H 1.83 -4.71 -0.93
H 0.25 -4.29 -1.60
H 1.33 -5.32 -2.52
H -2.47 -6.34 -1.86
H -2.89 -8.04 -1.62
H -1.27 -7.61 -2.09
H -3.53 -6.15 0.47
H -2.89 -7.17 1.76
H -3.72 -7.91 0.41
O 4.37 1.85 2.51
P 4.94 3.20 2.75
N 4.98 3.87 1.17
C 5.77 5.02 0.77
C 3.68 3.90 0.49
N 6.54 2.78 3.25
C 7.72 3.35 2.63
C 6.76 1.37 3.53
N 4.96 4.69 3.63
C 5.51 4.63 5.00
C 3.58 5.21 3.77
H 5.42 5.97 1.20
H 5.72 5.12 -0.32
H 6.82 4.91 1.00
H 3.06 4.75 0.80
H 3.13 2.98 0.68
H 3.83 3.98 -0.59
H 7.84 3.04 1.59
H 8.61 3.03 3.18
H 7.72 4.44 2.69
H 6.89 0.78 2.61
H 5.94 0.94 4.09
H 7.67 1.26 4.13
H 5.04 3.87 5.62
H 5.35 5.60 5.48
H 6.58 4.46 5.00
H 2.93 4.53 4.33
H 3.13 5.39 2.80
H 3.59 6.17 4.29

---

Entry 6:
55
Properties=species:S:1:pos:R:3 method="wB97M-V/def2-TZVPD" max_force_ha_per_bohr=0.025 lumo_energy_ev=0.62 total_charge=0 smiles="COc1cc(-c2noc(CCCC(=O)NC3CCCC3)n2)cc(OC)c1OC" de_lowest_kj_mol=448.9
C -4.42 -2.28 1.92
H -4.94 -2.79 2.73
O -5.44 -1.91 1.01
C -5.08 -1.21 -0.11
C -3.76 -0.90 -0.41
C -3.44 -0.21 -1.57
C -4.44 0.18 -2.46
C -5.76 -0.12 -2.17
C -6.10 -0.81 -0.99
O -7.44 -1.03 -0.86
C -7.99 -1.46 0.36
H -7.71 -2.48 0.61
H -9.07 -1.40 0.21
H -7.71 -0.80 1.18
O -6.82 0.22 -2.96
C -6.56 0.91 -4.15
H -6.09 1.88 -3.96
H -7.53 1.07 -4.61
H -5.93 0.33 -4.83
H -4.15 0.71 -3.35
C -2.06 0.10 -1.85
N -1.63 0.74 -2.91
O -0.28 0.81 -2.77
C 0.02 0.20 -1.61
N -1.03 -0.26 -1.01
C 1.43 0.11 -1.16
H 1.95 -0.62 -1.80
H 1.43 -0.26 -0.13
C 2.13 1.47 -1.24
H 1.64 2.16 -0.56
H 2.04 1.86 -2.26
C 3.60 1.36 -0.87
C 3.79 1.05 0.61
O 2.89 1.04 1.42
N 5.08 0.80 0.94
H 5.79 0.85 0.23
C 5.52 0.52 2.29
H 4.61 0.57 2.90
C 6.20 -0.87 2.38
C 7.57 -0.62 3.02
H 7.50 -0.68 4.10
C 7.91 0.81 2.61
H 8.23 0.83 1.56
H 8.70 1.24 3.22
C 6.57 1.53 2.77
H 6.41 1.76 3.82
H 6.52 2.46 2.21
H 8.31 -1.34 2.68
H 6.31 -1.27 1.38
H 5.60 -1.57 2.96
H 4.09 0.59 -1.46
H 4.10 2.31 -1.07
H -2.95 -1.18 0.24
H -3.70 -2.96 1.46
H -3.90 -1.40 2.32